Formula: C3H6AsFeNO2S4
Source: OMol25
Level of theory: the ωB97M-V functional and the def2-TZVPD basis

```
18
Properties=species:S:1:pos:R:3:forces:R:3:lowdin_charge:R:1
Fe 0.26940 -0.38181 -1.14974 0.1 0.9 -0.1 -0.14
S 2.10783 -3.50241 -0.55659 0.0 -0.1 0.0 -0.25
As 1.06351 -2.45417 -2.05666 0.0 0.0 -0.1 -0.38
S -1.06596 -2.26346 -1.58728 -0.1 -0.3 -0.1 -0.04
S 2.26796 0.32865 -1.39997 0.0 -0.2 -0.1 -0.13
S 1.49553 -2.58070 -4.09762 0.1 -0.2 0.0 -0.23
N 0.26704 -0.54439 0.96507 0.0 -0.1 0.3 -0.08
C -0.56973 0.44065 1.65408 0.0 -0.1 0.0 -0.25
C -0.45588 1.81379 0.98803 -0.1 -0.2 0.2 -0.13
C -1.34320 1.92935 -0.25301 0.3 0.3 -0.8 -0.67
O -2.18218 2.83609 -0.30235 0.0 -0.1 0.2 -0.03
O -1.10562 1.09826 -1.20167 -0.4 0.0 0.4 -0.17
H 0.06151 -1.50370 1.21776 0.0 0.0 0.0 0.06
H 1.26157 -0.37088 1.08377 0.0 0.0 0.1 0.05
H -0.30924 0.51008 2.71695 0.0 0.0 0.0 0.10
H -1.60319 0.08946 1.59663 0.0 0.0 0.0 0.12
H 0.58687 1.96175 0.68994 0.0 0.1 0.0 0.09
H -0.74623 2.59343 1.69265 0.0 0.0 0.0 0.10
```
Positions in Å, forces in eV/Å.

Calculated values
E_LUMO (spin up / spin down) = 5.20 / 5.24 eV
charge = -2
E_tot = -5415.53215 hartree
strongest force on any atom = 0.88 eV/A
<S²> = 6.13
energy relative to the best compared isomer or geometry (same formula, charge and spin) = 92.9 kJ/mol
HOMO level (spin up / spin down) = -0.0456 / -0.0405 Ha
2S+1 = 5
frontier orbital gap (spin up / spin down) = 0.237 / 0.233 Ha